Below is C35H26AuClIN4O2P as an isolated structure, with properties calculated with wB97M-V/def2-TZVPD.

```
71
Properties=species:S:1:pos:R:3:lowdin_charge:R:1
Au -0.6345 0.2756 -0.4644 0.800
N -1.8536 -0.7630 3.3788 0.154
C -1.1261 0.3403 3.7800 -0.013
C -0.5959 0.8759 2.6551 -0.093
N -0.9835 0.0978 1.5890 -0.038
C -1.7563 -0.8812 2.0464 -0.245
C -2.3921 -1.8425 1.1705 -0.282
N -2.2255 -1.7766 -0.1298 0.071
C -2.9713 -2.7890 -0.6624 -0.094
C -3.5999 -3.4735 0.3391 -0.040
N -3.2238 -2.8592 1.5036 0.133
H -2.4006 -1.3466 3.9905 0.175
H -1.0813 0.6541 4.8075 0.136
H -0.0191 1.7734 2.5271 0.114
H -3.0210 -2.9676 -1.7226 0.114
H -4.2695 -4.3153 0.3280 0.130
H -3.5248 -3.1378 2.4228 0.168
I -0.5401 0.4224 -2.9721 1.401
C 1.3631 -0.0913 -3.7093 -0.540
C 1.3363 -0.0725 -5.0764 -0.159
C 2.5022 -0.2939 -5.8230 -0.035
C 3.6688 -0.5100 -5.1594 0.004
C 3.7168 -0.5353 -3.7442 -0.137
C 4.9742 -0.7545 -3.1357 0.014
C 5.1051 -0.7877 -1.7823 -0.021
C 3.9603 -0.6227 -0.9954 -0.075
C 2.7012 -0.4218 -1.5272 -0.277
P 1.5315 -0.3874 -0.1363 0.980
C 2.1377 0.8662 1.0003 -0.387
C 2.8444 0.5363 2.1552 -0.088
C 3.2944 1.5465 2.9927 -0.043
C 3.0389 2.8756 2.6828 -0.037
C 2.3392 3.2050 1.5276 -0.044
C 1.8881 2.2045 0.6838 -0.100
C 1.5705 -2.0263 0.6011 -0.342
C 1.1461 -2.2331 1.9176 -0.105
C 1.1151 -3.5167 2.4360 -0.050
C 1.4799 -4.6005 1.6458 -0.040
C 1.8872 -4.3993 0.3354 -0.043
C 1.9377 -3.1166 -0.1879 -0.063
C 2.5402 -0.3420 -2.9512 -0.172
H 0.4129 0.1258 -5.6089 0.096
H 2.4602 -0.2760 -6.9026 0.127
H 4.5910 -0.6664 -5.7036 0.131
H 5.8353 -0.8889 -3.7778 0.133
H 6.0652 -0.9444 -1.3115 0.126
H 4.0874 -0.6702 0.0796 0.110
H 3.0557 -0.4964 2.4003 0.108
H 3.8495 1.2944 3.8862 0.120
H 3.3888 3.6591 3.3415 0.121
H 2.1369 4.2399 1.2877 0.123
H 1.3256 2.4729 -0.2035 0.102
H 0.8756 -1.3974 2.5498 0.088
H 0.8189 -3.6722 3.4653 0.116
H 1.4555 -5.6008 2.0568 0.120
H 2.1763 -5.2399 -0.2805 0.120
H 2.2692 -2.9732 -1.2085 0.112
Cl -7.9873 4.8423 -0.3207 0.719
C -6.4346 4.1005 -0.2474 -0.660
C -6.1813 2.9733 -1.0171 -0.086
C -4.9322 2.3806 -0.9588 -0.016
C -3.9459 2.9109 -0.1324 -0.149
C -4.2138 4.0396 0.6359 -0.005
C -5.4585 4.6397 0.5803 -0.080
C -2.5931 2.2972 -0.0362 -0.571
O -1.7506 2.6752 0.7604 0.025
O -2.3653 1.3312 -0.9102 -0.321
H -6.9596 2.5727 -1.6514 0.111
H -4.7227 1.5022 -1.5525 0.113
H -3.4381 4.4398 1.2738 0.122
H -5.6806 5.5187 1.1688 0.113
```

Values from the calculation:
Total charge: +2
LUMO in eV: -7.267
ΔE to the lowest compared entry with this formula, charge and spin in eV: 2.1919
Maximum force in eV Å⁻¹: 0.8
E in Ha: -2953.31180
Kohn-Sham gap in eV: 5.54



Below is C35H26Cl4HgN2O2PSi as an isolated structure in a non-equilibrium geometry, with properties calculated with wB97M-V/def2-TZVPD.

```
72
Properties=species:S:1:pos:R:3:lowdin_charge:R:1
Hg 0.9630 0.0777 0.3491 0.839
Cl 6.7405 0.0515 4.7637 0.578
C 5.1419 0.2689 4.1303 -0.752
C 4.1105 0.6643 4.9544 -0.751
Cl 4.3705 0.8723 6.6577 0.575
C 2.8490 0.8971 4.4044 -0.629
Cl 1.5540 1.4186 5.4437 0.623
C 2.5634 0.7324 3.0501 -0.458
O 1.4084 0.9925 2.5547 -0.227
C 3.6262 0.1988 2.1996 -0.450
O 3.3726 -0.0971 0.9792 -0.236
C 4.8864 0.0383 2.7769 -0.631
Cl 6.1934 -0.4914 1.7576 0.609
N -2.6575 -0.3619 0.1500 -0.128
P -1.4787 -1.5040 0.6735 0.940
C -1.6795 -1.6701 2.4737 -0.373
C -0.5687 -1.5522 3.3063 -0.105
C -0.7033 -1.6410 4.6751 -0.090
C -1.9642 -1.8126 5.2404 -0.105
C -3.0794 -1.9010 4.4222 -0.116
C -2.9454 -1.8281 3.0499 -0.107
C -2.4186 -2.9608 0.1097 -0.407
C -2.0820 -4.2028 0.6889 -0.153
C -2.4824 -5.3885 0.1270 -0.150
C -3.2056 -5.4018 -1.0667 -0.172
C -3.4866 -4.1895 -1.6910 -0.158
C -3.0750 -2.9993 -1.1397 -0.162
C -2.5505 1.0007 0.0898 -0.388
C -3.6573 1.7758 -0.2774 -0.038
C -3.5341 3.1502 -0.3353 -0.093
C -2.3188 3.7242 0.0436 -0.100
C -1.2802 2.8840 0.3777 -0.153
N -1.3623 1.5570 0.3646 0.062
H -3.6088 -0.7180 0.1225 0.090
H 0.4100 -1.3968 2.8619 0.076
H 0.1668 -1.5719 5.3123 0.094
H -2.0701 -1.8685 6.3155 0.089
H -4.0619 -2.0369 4.8612 0.089
H -3.8138 -1.9333 2.4105 0.096
H -1.5165 -4.2029 1.6134 0.090
H -2.2320 -6.3279 0.6060 0.083
H -3.5082 -6.3360 -1.5203 0.064
H -4.0351 -4.1841 -2.6265 0.082
H -3.2840 -2.0702 -1.6563 0.075
H -4.5894 1.2935 -0.5383 0.099
H -4.3583 3.7678 -0.6721 0.096
H -2.1899 4.7964 0.0524 0.090
H -0.3163 3.2749 0.6761 0.112
C -1.3620 4.1886 -3.6076 -0.121
C -1.8833 2.9317 -3.8710 -0.114
C -1.1900 1.7993 -3.4921 -0.126
C 0.0451 1.8765 -2.8470 -0.353
C 0.5534 3.1535 -2.6025 -0.124
C -0.1341 4.2916 -2.9710 -0.114
Si 0.9412 0.3281 -2.1883 0.601
C 2.6508 0.2929 -3.0588 -0.341
C 2.7521 0.3146 -4.4470 -0.130
C 3.9779 0.2289 -5.0820 -0.122
C 5.1385 0.1277 -4.3314 -0.122
C 5.0587 0.1105 -2.9497 -0.093
C 3.8270 0.1907 -2.3233 -0.103
H -1.9122 5.0790 -3.8832 0.088
H -2.8382 2.8413 -4.3753 0.092
H -1.6113 0.8257 -3.6981 0.087
H 1.5080 3.2485 -2.1036 0.102
H 0.2811 5.2688 -2.7586 0.093
H 0.2308 -0.7740 -2.9116 -0.044
H 1.8499 0.3975 -5.0371 0.091
H 4.0342 0.2354 -6.1647 0.087
H 6.1017 0.0628 -4.8231 0.087
H 5.9573 0.0274 -2.3528 0.099
H 3.7819 0.1640 -1.2440 0.063
```

Values from the calculation:
Total charge: -2
LUMO (spin up / spin down) in eV: 4.197 / 4.191
ΔE to the lowest compared entry with this formula, charge and spin in eV: 0.7900
2S+1: 2
Maximum force in eV Å⁻¹: 1.2
E in Ha: -4234.42295
Kohn-Sham gap (spin up / spin down) in eV: 3.12 / 5.49



Below is C35H26Cl5IrN4O4PS as an isolated structure, with properties calculated with wB97M-V/def2-TZVPD.

```
77
Properties=species:S:1:pos:R:3:lowdin_charge:R:1
Ir 0.4319 0.0807 -0.5453 1.044
O 1.7477 2.3877 -2.0846 -0.016
N 0.6687 2.0745 -1.3067 -0.174
C -0.0547 3.0988 -1.0767 -0.069
C -1.3480 3.1738 -0.3867 -0.195
C -1.7571 4.4739 -0.0811 -0.024
C -3.0173 4.7352 0.4254 -0.047
C -3.9163 3.6938 0.5844 -0.044
C -3.5276 2.3991 0.2786 -0.072
C -2.2386 2.1120 -0.1638 -0.270
P -1.8355 0.3897 -0.5984 0.978
C -2.6333 0.2112 -2.2157 -0.337
C -1.9331 0.6646 -3.3352 -0.130
C -2.5315 0.6592 -4.5832 -0.059
C -3.8344 0.1993 -4.7244 -0.058
C -4.5387 -0.2424 -3.6148 -0.057
C -3.9449 -0.2321 -2.3606 -0.077
C -2.7330 -0.6634 0.5670 -0.359
C -2.9533 -0.2774 1.8884 -0.114
C -3.5760 -1.1441 2.7732 -0.076
C -3.9579 -2.4100 2.3559 -0.058
C -3.7125 -2.8143 1.0510 -0.055
C -3.1019 -1.9467 0.1603 -0.107
H 2.2107 1.5327 -2.3191 0.034
H 0.3179 4.0318 -1.4910 0.147
H -1.0747 5.2940 -0.2675 0.120
H -3.3059 5.7507 0.6596 0.116
H -4.9214 3.8851 0.9351 0.117
H -4.2451 1.5970 0.3877 0.112
H -0.9164 1.0270 -3.2356 0.073
H -1.9808 1.0098 -5.4457 0.114
H -4.3006 0.1878 -5.7005 0.113
H -5.5557 -0.5951 -3.7214 0.113
H -4.5108 -0.5676 -1.5018 0.105
H -2.6341 0.6961 2.2349 0.107
H -3.7513 -0.8327 3.7945 0.113
H -4.4381 -3.0874 3.0495 0.115
H -3.9928 -3.8077 0.7258 0.118
H -2.9099 -2.2753 -0.8551 0.115
Cl 0.5173 -1.2946 -2.5490 0.840
C 0.2365 -2.5231 -1.3074 -0.622
C 0.1855 -1.8997 -0.0831 -0.402
C -0.0351 -2.7315 1.0022 -0.682
Cl -0.1122 -2.0822 2.5957 0.766
C -0.1986 -4.1085 0.8189 -0.689
Cl -0.4837 -5.1243 2.1725 0.716
C -0.1443 -4.6784 -0.4586 -0.695
Cl -0.3514 -6.3658 -0.6786 0.718
C 0.0829 -3.8658 -1.5683 -0.705
Cl 0.1651 -4.4663 -3.1686 0.738
O 3.1042 0.2404 -2.6063 -0.003
C 3.4214 -0.1418 -1.4790 -0.500
N 2.5708 -0.1741 -0.4237 -0.185
S 3.3495 -0.6038 0.9818 0.671
O 2.7816 -1.7970 1.5330 -0.287
O 3.4489 0.5411 1.8528 -0.287
C 4.9005 -0.9088 0.2124 -0.214
C 6.0763 -1.3502 0.7818 -0.017
C 7.1672 -1.4935 -0.0680 -0.045
C 7.0677 -1.1950 -1.4253 -0.042
C 5.8739 -0.7455 -1.9747 0.018
C 4.7878 -0.6125 -1.1298 -0.128
H 6.1470 -1.5795 1.8361 0.127
H 8.1095 -1.8429 0.3318 0.115
H 7.9362 -1.3155 -2.0585 0.114
H 5.7820 -0.5046 -3.0248 0.129
C 1.4796 0.7007 4.5195 -0.009
N 1.2891 1.6694 3.4342 -0.160
C 2.1603 2.8508 3.4376 -0.012
C 0.8690 1.2289 2.2883 -0.230
N 0.4422 0.8800 1.2744 0.055
H 1.3516 1.2197 5.4672 0.099
H 2.4785 0.2664 4.4596 0.099
H 0.7373 -0.0884 4.4382 0.065
H 1.9485 3.4364 4.3298 0.097
H 1.9593 3.4521 2.5546 0.099
H 3.2045 2.5378 3.4249 0.090
```

Values from the calculation:
Total charge: +1
LUMO in eV: -2.952
ΔE to the lowest compared entry with this formula, charge and spin in eV: 0.0131
Maximum force in eV Å⁻¹: 0.1
E in Ha: -5014.00062
Kohn-Sham gap in eV: 8.16